Record 1
Entry from the Open Molecules 2025 dataset: the molecule C4H5N3O3 (ωB97M-V/def2-TZVPD).

Structure (ORCA input):
```
! wB97M-V def2-TZVPD RIJCOSX def2/J DEFGRID3
* xyz 0 1
C -0.661 0.283 -2.900
C -1.666 0.992 -0.750
C 0.955 -0.591 0.182
C 0.603 -0.354 1.625
N -1.658 0.868 -2.030
N 0.274 -0.217 -2.092
N 0.114 -0.007 -0.719
O -0.817 0.249 -4.102
O -2.124 1.619 0.162
O 1.996 -1.091 -0.238
H 1.431 -0.168 2.330
H -0.085 -1.045 2.031
H -0.001 0.551 1.669
H -2.501 1.304 -2.607
H 1.113 -0.633 -2.244
*
```

Values from the calculation:
Gap between HOMO and LUMO ... 8.65 eV
HOMO level ... -8.93 eV
Relative energy (zero: lowest compared OMol25 entry of this formula, charge and spin) ... 65.58 kcal per mole
DFT total energy ... -545.3580 Eh

These are the natural (NBO) partial charges, in e, on atoms 1 to 5: atom 1 (C): 0.770, atom 2 (C): 0.929, atom 3 (C): 0.632, atom 4 (C): -0.705, atom 5 (N): -0.678



Record 2
Entry from the Open Molecules 2025 dataset: the molecule C5H9N (ωB97M-V/def2-TZVPD).

Structure (ORCA input):
```
! wB97M-V def2-TZVPD RIJCOSX def2/J DEFGRID3
* xyz 0 1
C -1.200 0.704 0.761
C -1.130 0.644 -0.776
C -0.223 -0.357 1.144
N 0.710 -0.529 0.208
C 1.903 -1.109 0.277
C 0.279 0.113 -1.060
H -0.897 1.702 1.121
H -2.212 0.526 1.141
H -1.884 -0.055 -1.149
H -1.301 1.613 -1.254
H -0.078 -0.799 2.120
H 2.256 -1.435 1.246
H 2.462 -1.279 -0.630
H 0.313 -0.638 -1.854
H 1.003 0.898 -1.296
*
```

Values from the calculation:
Gap between HOMO and LUMO ... 7.45 eV
HOMO level ... -6.36 eV
Relative energy (zero: lowest compared OMol25 entry of this formula, charge and spin) ... 48.84 kcal per mole
DFT total energy ... -250.5891 Eh

These are the natural (NBO) partial charges, in e, on atoms 1 to 5: atom 1 (C): -0.427, atom 2 (C): -0.411, atom 3 (C): -0.147, atom 4 (N): -0.215, atom 5 (C): -0.405



Record 3
Entry from the Open Molecules 2025 dataset: the ion C12H22BO4S with charge -1 (ωB97M-V/def2-TZVPD).

Structure (ORCA input):
```
! wB97M-V def2-TZVPD RIJCOSX def2/J DEFGRID3
* xyz -1 1
C -1.792 -4.064 1.228
C -1.604 -2.801 0.601
C -1.493 -1.286 -0.014
O -1.894 -1.011 -1.402
B -1.617 0.465 -1.503
O -1.067 0.563 -2.870
C -1.362 1.888 -3.473
C -2.678 1.666 -4.451
O -0.488 0.775 -0.555
C -0.133 -0.378 0.338
C 1.081 -1.297 -0.268
S 2.029 -0.267 -1.569
C 3.078 1.046 -0.743
C 2.266 2.429 -0.349
O -0.287 -0.201 1.788
C 0.982 0.104 2.462
C 1.358 -1.255 3.358
C -0.003 -1.524 4.293
H -2.244 -5.001 1.810
H -2.299 -0.703 0.626
H -2.468 1.208 -1.156
H -0.422 2.147 -4.147
H -1.506 2.746 -2.688
H -3.473 2.527 -4.222
H -2.328 1.737 -5.566
H -3.177 0.613 -4.214
H 0.696 -2.248 -0.878
H 1.837 -1.713 0.523
H 3.673 0.566 0.143
H 3.897 1.377 -1.546
H 1.510 2.678 -1.237
H 1.657 2.321 0.660
H 2.987 3.369 -0.213
H 1.852 0.451 1.762
H 0.788 0.952 3.279
H 2.298 -1.110 4.040
H 1.432 -2.167 2.616
H 0.259 -1.822 5.394
H -0.595 -0.490 4.370
H -0.751 -2.291 3.771
*
```

Values from the calculation:
Gap between HOMO and LUMO ... 7.99 eV
HOMO level ... -4.93 eV
DFT total energy ... -1194.2067 Eh

These are the natural (NBO) partial charges, in e, on atoms 1 to 5: atom 1 (C): -0.401, atom 2 (C): 0.012, atom 3 (C): 0.004, atom 4 (O): -0.710, atom 5 (B): 0.839



Record 4
Entry from the Open Molecules 2025 dataset: a cluster of 11 separate species, C2H25O10S in total (ωB97M-V/def2-TZVPD).

Structure (ORCA input):
```
! wB97M-V def2-TZVPD RIJCOSX def2/J DEFGRID3
* xyz -1 1
C -0.890 -1.781 -0.054
C -0.565 -0.304 -0.285
S -1.685 0.896 0.691
H -1.945 -1.970 0.064
H -0.458 -2.201 0.836
H -0.654 -2.317 -0.972
H -0.715 -0.036 -1.321
H 0.395 -0.128 0.167
H 1.594 -2.385 2.222
H 1.247 -2.093 0.774
O 1.945 -2.545 1.329
H -2.265 1.183 -1.461
H -2.397 2.601 -1.739
O -2.242 1.792 -2.244
H 3.006 2.194 1.461
H 2.575 1.453 0.198
O 2.801 1.367 1.151
H 3.839 -1.105 -0.660
H 3.177 -2.315 0.059
O 3.447 -2.019 -0.809
H -1.185 -0.006 3.035
H -0.001 0.563 3.770
O -0.615 -0.186 3.772
H 1.325 -2.073 -2.854
H -0.230 -2.016 -2.765
O 0.497 -1.957 -3.392
H 0.168 0.540 -4.017
H -0.611 1.590 -3.027
O 0.220 1.424 -3.585
H -3.597 -0.891 2.251
H -3.581 -1.431 0.790
O -3.929 -1.632 1.704
H 0.501 2.230 -1.077
H 1.248 1.685 -2.111
O 1.422 1.881 -1.136
H -0.137 2.176 2.041
H 1.395 1.527 2.385
O 0.547 1.940 2.675
*
```

Values from the calculation:
Gap between HOMO and LUMO ... 7.44 eV
HOMO level ... -4.56 eV
Relative energy (zero: lowest compared OMol25 entry of this formula, charge and spin) ... 0.00 kcal per mole
DFT total energy ... -1241.8428 Eh

These are the natural (NBO) partial charges, in e, on atoms 1 to 5: atom 1 (C): -0.624, atom 2 (C): -0.492, atom 3 (S): -0.765, atom 4 (H): 0.204, atom 5 (H): 0.201